1.
ORCA calculation (ωB97M-V/def2-TZVPD) on a molecular structure, C28H39CsFN5O5Si.

```
80
C28H39CsFN5O5Si (ωB97M-V/def2-TZVPD)
Cs -0.068 1.411 1.463
C 2.144 -1.271 -3.102
C 3.484 -1.027 -2.383
N 3.487 -1.149 -0.946
C 3.513 -2.471 -0.365
C 2.392 -3.426 -0.718
C 2.652 -4.724 -1.168
C 1.581 -5.543 -1.480
C 0.297 -5.039 -1.367
C 0.131 -3.734 -0.908
C -1.229 -3.085 -0.812
N -1.179 -1.789 -1.407
C -1.013 -1.655 -2.818
C -0.145 -0.424 -3.136
N 1.118 -0.505 -2.456
N 1.160 -2.975 -0.576
H 1.877 -2.335 -3.072
H 2.266 -1.003 -4.181
H 3.774 0.007 -2.602
H 4.251 -1.697 -2.795
H 2.742 -0.587 -0.543
H 3.485 -2.321 0.719
H 4.471 -2.943 -0.627
H 3.666 -5.090 -1.260
H 1.739 -6.560 -1.823
H -0.566 -5.644 -1.613
H -1.472 -2.957 0.241
H -1.985 -3.764 -1.266
H -1.677 -1.053 -0.942
H -1.973 -1.570 -3.376
H -0.500 -2.550 -3.187
H -0.663 0.466 -2.775
H -0.031 -0.349 -4.242
H 1.460 0.412 -2.196
O 2.993 3.156 2.509
C 2.674 2.686 1.409
O 2.282 1.528 1.179
C 2.904 3.605 0.163
C 3.468 2.772 -0.995
C 4.104 3.726 -2.035
C 2.845 4.285 -2.722
C 1.743 3.576 -1.905
O 2.323 2.305 -1.680
C 1.650 4.207 -0.513
C 0.304 3.865 0.192
O 0.068 4.456 1.252
O -0.442 3.051 -0.387
H 3.596 4.394 0.475
H 4.087 1.933 -0.682
H 4.708 4.500 -1.564
H 4.729 3.168 -2.737
H 2.766 5.370 -2.676
H 2.792 3.977 -3.772
H 0.779 3.469 -2.400
H 1.709 5.300 -0.555
C -3.782 2.066 0.422
Si -4.079 1.353 2.158
C -5.985 0.959 2.165
C -3.967 2.732 3.496
N -2.959 0.106 2.335
C -2.830 -0.866 3.219
C -3.728 -1.183 4.273
C -3.543 -2.256 5.112
C -2.446 -3.097 4.978
C -1.527 -2.821 3.972
C -1.718 -1.746 3.144
F -0.781 -1.536 2.164
H -4.451 2.896 0.203
H -3.947 1.301 -0.331
H -2.768 2.429 0.310
H -6.574 1.869 2.074
H -6.293 0.459 3.080
H -6.252 0.309 1.336
H -4.843 3.378 3.501
H -3.093 3.351 3.321
H -3.869 2.301 4.492
H -4.589 -0.542 4.391
H -4.273 -2.457 5.891
H -2.309 -3.945 5.636
H -0.656 -3.445 3.821
```

- 2S+1: 1
- E_HOMO: -1.5 eV
- Kohn-Sham gap: 5.48 eV
- Total charge: -2
- E_tot: -58502.873 eV

=====

2.
ORCA calculation (ωB97M-V/def2-TZVPD) on a molecular structure, C28H39F5HfN3O2SbSi.

```
80
C28H39F5HfN3O2SbSi (ωB97M-V/def2-TZVPD)
Hf -0.060 0.039 -0.405
C -1.529 3.963 3.797
C -1.321 2.457 3.731
C -2.640 1.718 3.876
Sb -0.234 1.961 1.916
C 1.550 3.172 2.170
C 1.412 4.451 1.351
C 2.840 2.443 1.822
C 0.599 -0.015 2.475
C -0.425 -1.147 2.410
C 1.214 0.011 3.879
H -1.998 4.218 4.747
H -2.191 4.306 3.002
H -0.593 4.519 3.739
H -0.627 2.156 4.521
H -3.332 1.995 3.080
H -3.103 1.993 4.823
H -2.522 0.634 3.875
H 1.548 3.426 3.234
H 1.432 4.227 0.282
H 2.247 5.121 1.559
H 0.489 4.994 1.563
H 2.846 2.112 0.784
H 3.031 1.581 2.460
H 3.678 3.130 1.947
H 1.427 -0.237 1.763
H -1.356 -0.898 2.919
H -0.012 -2.052 2.859
H -0.719 -1.455 1.384
H 0.424 -0.010 4.631
H 1.825 0.894 4.057
H 1.838 -0.871 4.039
C -4.870 -0.474 -0.217
N -3.901 -1.235 -1.007
C -4.293 -2.167 -1.928
C -3.394 -2.855 -2.660
C -2.004 -2.597 -2.445
N -1.643 -1.615 -1.593
C -2.581 -0.976 -0.881
O -2.142 -0.083 -0.088
N -1.070 -3.310 -3.038
H -5.832 -0.974 -0.273
H -4.955 0.539 -0.608
H -4.534 -0.441 0.817
H -5.358 -2.322 -2.015
H -3.717 -3.605 -3.364
H -1.312 -4.070 -3.652
H -0.102 -3.228 -2.738
F 0.364 5.217 -4.721
C 0.595 4.283 -3.819
C -0.413 3.381 -3.484
F -1.599 3.434 -4.063
C -0.117 2.431 -2.528
F -1.023 1.447 -2.136
C 1.114 2.326 -1.893
O 1.256 1.327 -1.024
C 2.116 3.223 -2.256
F 3.310 3.145 -1.688
C 1.846 4.200 -3.211
F 2.787 5.059 -3.545
C 1.751 -1.218 -3.041
Si 1.784 -1.764 -1.187
C 3.507 -1.371 -0.502
C 1.394 -3.608 -1.118
C 1.982 -4.475 -2.043
C 1.705 -5.832 -2.028
C 0.829 -6.353 -1.086
C 0.234 -5.511 -0.159
C 0.514 -4.154 -0.181
H 2.768 -0.954 -3.340
H 1.140 -0.339 -3.270
H 1.431 -2.008 -3.724
H 4.263 -1.959 -1.027
H 3.594 -1.622 0.556
H 3.761 -0.319 -0.627
H 2.675 -4.091 -2.782
H 2.180 -6.486 -2.745
H 0.620 -7.413 -1.070
H -0.441 -5.914 0.583
H 0.042 -3.510 0.557
```

- Energy relative to the best compared isomer or geometry (same formula, charge and spin): 5.2 kcal per mole
- 2S+1: 1
- E_HOMO: -13.5 eV
- Kohn-Sham gap: 7.44 eV
- Total charge: +2
- E_tot: -67530.665 eV

=====

3.
ORCA calculation (ωB97M-V/def2-TZVPD) on a molecular structure, C28H39N2O6S2Y.

```
78
C28H39N2O6S2Y (ωB97M-V/def2-TZVPD)
Y 1.479 1.730 1.362
C 4.799 2.226 -0.047
O 3.693 1.362 0.409
C 4.211 0.111 0.860
C 3.127 -0.918 1.178
O 2.065 -0.332 1.934
C 1.397 -0.951 3.099
C 1.515 0.120 4.166
O 1.007 1.327 3.503
C 0.434 2.227 4.493
H 5.428 1.708 -0.778
H 5.364 2.487 0.858
H 4.327 3.118 -0.490
H 4.913 0.291 1.748
H 4.909 -0.270 0.058
H 3.547 -1.717 1.803
H 2.736 -1.396 0.263
H 1.835 -1.931 3.420
H 0.334 -1.062 2.817
H 2.554 0.340 4.459
H 0.894 -0.145 5.037
H 0.031 1.744 5.404
H -0.418 2.754 4.054
H 1.252 2.935 4.689
C -0.183 5.740 1.090
C 1.095 4.992 0.866
C 2.097 5.518 -0.121
O 0.702 3.609 0.404
C 1.940 4.810 2.216
O 2.062 5.773 2.952
O 2.474 3.615 2.237
H -0.678 6.053 0.146
H -0.042 6.670 1.625
H -0.871 5.148 1.687
H 1.873 5.213 -1.145
H 3.022 5.096 0.176
H 2.131 6.618 -0.154
H -0.021 3.641 -0.255
S -1.574 0.967 1.029
C -1.447 -0.291 -0.172
N -2.159 -1.472 0.036
C -2.505 -2.222 -1.183
C -1.222 -2.407 -2.038
N -0.484 -1.167 -2.257
C 0.564 -1.250 -3.286
C -0.026 -1.232 -4.670
C 0.648 -1.940 -5.662
C 0.025 -2.221 -6.891
C -1.167 -1.639 -7.213
C -1.778 -0.773 -6.263
C -1.224 -0.583 -5.010
C -0.512 -0.206 -1.297
S 0.590 1.105 -1.396
C -3.168 -1.555 1.096
C -3.534 -2.993 1.509
C -2.658 -3.924 2.106
C -3.117 -5.126 2.532
C -4.492 -5.418 2.394
C -5.358 -4.557 1.740
C -4.877 -3.344 1.246
H -3.322 -1.734 -1.803
H -2.837 -3.225 -0.923
H -1.536 -2.732 -3.034
H -0.602 -3.212 -1.536
H 1.142 -2.237 -3.199
H 1.342 -0.462 -3.074
H 1.645 -2.327 -5.516
H 0.453 -2.997 -7.507
H -1.655 -1.683 -8.173
H -2.733 -0.240 -6.491
H -1.770 0.043 -4.317
H -4.075 -0.982 0.848
H -2.782 -1.033 1.960
H -1.632 -3.679 2.281
H -2.405 -5.761 3.030
H -4.852 -6.367 2.785
H -6.454 -4.729 1.610
H -5.487 -2.649 0.682
```

- Energy relative to the best compared isomer or geometry (same formula, charge and spin): 27.6 kcal per mole
- 2S+1: 1
- E_HOMO: -13.5 eV
- Kohn-Sham gap: 6.09 eV
- Total charge: +2
- E_tot: -67635.912 eV

=====

4.
ORCA calculation (ωB97M-V/def2-TZVPD) on a molecular structure, C28H39N7O7P2Rb.

```
84
C28H39N7O7P2Rb (ωB97M-V/def2-TZVPD)
Rb 1.012 0.636 -0.264
C 5.445 -1.319 0.266
C 4.423 -0.597 0.912
N 3.198 -1.029 1.049
C 2.877 -2.256 0.566
C 3.831 -3.064 -0.099
C 5.140 -2.546 -0.242
C 3.487 -4.340 -0.608
C 2.202 -4.781 -0.440
C 1.238 -4.010 0.224
C 1.506 -2.733 0.737
N 0.611 -1.876 1.267
C -0.550 -2.252 1.821
C -0.867 -3.497 2.389
C -2.113 -3.768 2.960
C -3.119 -2.835 3.006
C -2.853 -1.542 2.495
C -3.814 -0.503 2.558
C -3.511 0.743 2.095
C -2.231 0.948 1.534
N -1.326 0.009 1.439
C -1.596 -1.235 1.920
H 6.431 -0.887 0.167
H 4.643 0.384 1.325
H 5.884 -3.136 -0.764
H 4.239 -4.930 -1.116
H 1.911 -5.755 -0.821
H 0.238 -4.411 0.319
H -0.107 -4.266 2.412
H -2.279 -4.755 3.382
H -4.085 -3.053 3.445
H -4.782 -0.717 3.000
H -4.206 1.570 2.152
H -1.964 1.934 1.167
N 2.206 2.993 1.828
C 2.041 4.104 2.759
C 0.571 4.296 3.120
C -0.276 4.771 1.941
C -1.666 5.231 2.345
N -2.468 4.112 2.854
H 3.175 2.724 1.722
H 1.867 3.265 0.904
H 2.439 5.057 2.377
H 2.600 3.869 3.669
H 0.488 5.026 3.936
H 0.206 3.335 3.497
H -0.353 3.992 1.182
H 0.239 5.601 1.445
H -2.184 5.630 1.469
H -1.574 6.055 3.070
H -3.349 4.442 3.229
H -1.982 3.647 3.612
O 3.741 2.002 -1.664
P 2.996 1.895 -3.111
O 3.969 1.976 -4.213
O 2.050 0.727 -2.939
O 2.055 3.226 -3.150
P 0.688 3.684 -2.340
O -0.156 1.969 -2.637
O 0.953 3.475 -0.871
O -1.094 1.774 -3.748
H 4.403 2.698 -1.699
H 0.649 1.401 -2.882
C -1.294 -1.870 -4.051
C -0.387 -1.272 -2.958
N -1.095 -1.251 -1.681
C -1.636 -2.570 -1.406
C -2.801 -2.858 -2.386
N -2.692 -1.848 -3.496
C -3.011 -0.463 -2.974
C -2.187 -0.278 -1.694
H -1.077 -2.912 -4.292
H -1.290 -1.268 -4.958
H -0.149 -0.258 -3.260
H 0.537 -1.841 -2.860
H -1.995 -2.621 -0.377
H -0.840 -3.307 -1.515
H -3.780 -2.713 -1.930
H -2.759 -3.849 -2.836
H -3.347 -2.081 -4.235
H -4.091 -0.417 -2.833
H -2.666 0.267 -3.712
H -2.785 -0.437 -0.795
H -1.801 0.739 -1.706
```

- Energy relative to the best compared isomer or geometry (same formula, charge and spin): 174.1 kcal per mole
- 2S+1: 1
- E_HOMO: -3.7 eV
- Kohn-Sham gap: 5.00 eV
- Total charge: -1
- E_tot: -73669.849 eV

=====

5.
ORCA calculation (ωB97M-V/def2-TZVPD) on a molecular structure, C28H40BF32O7PSSi2.

```
112
C28H40BF32O7PSSi2 (ωB97M-V/def2-TZVPD)
C -0.976 -6.346 -0.555
C -2.372 -6.130 -1.212
C -3.503 -5.686 -0.217
C -4.935 -5.812 -0.835
C -5.695 -4.482 -1.185
Si -5.157 -3.405 -2.638
O -4.266 -1.980 -2.409
Si -3.196 -1.703 -1.148
C -1.537 -2.657 -1.168
S -2.575 0.391 -1.423
B -3.963 -1.626 0.685
C -2.992 -1.769 1.959
O -5.367 -1.447 0.899
P -4.300 -4.500 -4.416
C -2.452 -4.081 -4.581
O -4.357 -6.180 -4.193
H -0.349 -6.883 -1.310
H -0.426 -5.409 -0.330
H -1.041 -7.013 0.327
H -2.375 -5.414 -2.060
H -2.709 -7.111 -1.636
H -3.347 -4.691 0.248
H -3.447 -6.422 0.626
H -5.557 -6.290 -0.035
H -4.938 -6.572 -1.649
H -5.809 -3.926 -0.220
H -6.743 -4.819 -1.401
H -6.431 -2.909 -3.231
H -1.347 -3.230 -2.097
H -1.414 -3.331 -0.289
H -0.686 -1.938 -1.079
H -1.825 0.478 -2.566
H -2.463 -0.803 2.098
H -2.268 -2.592 1.739
H -3.564 -2.104 2.851
H -5.670 -2.116 1.522
H -1.796 -4.899 -4.217
H -2.260 -3.097 -4.110
H -2.240 -3.956 -5.668
H -3.704 -6.500 -3.561
C 1.205 3.371 3.498
C 0.040 2.909 4.410
C 0.330 1.835 5.465
F 0.726 0.667 4.937
F -0.798 1.570 6.168
F -1.002 2.547 3.633
F -0.364 4.016 5.095
O 1.312 2.822 2.173
C 1.977 1.606 1.978
C 1.042 0.511 1.453
F 0.012 0.288 2.285
F 1.709 -0.660 1.329
F 2.630 1.249 3.092
F 2.930 1.840 1.050
H 1.015 4.429 3.310
H 2.163 3.347 4.018
H 1.094 2.174 6.169
H 0.634 0.785 0.477
C -12.275 -3.295 -0.926
C -11.071 -3.395 0.045
C -9.659 -3.307 -0.545
F -9.384 -4.298 -1.408
F -8.738 -3.402 0.447
F -11.208 -4.512 0.792
F -11.192 -2.345 0.905
O -12.928 -4.504 -1.354
C -12.456 -5.230 -2.457
C -11.972 -6.631 -2.066
F -10.986 -6.589 -1.154
F -11.483 -7.272 -3.151
F -11.536 -4.521 -3.124
F -13.501 -5.362 -3.294
H -13.053 -2.785 -0.356
H -12.067 -2.635 -1.769
H -9.504 -2.351 -1.052
H -12.793 -7.218 -1.651
C 5.384 5.030 0.025
C 3.962 4.988 -0.591
C 3.652 3.874 -1.599
F 4.415 3.928 -2.701
F 2.368 3.986 -2.020
F 3.677 6.201 -1.110
F 3.105 4.808 0.451
O 6.352 5.948 -0.516
C 7.145 5.599 -1.618
C 6.876 6.487 -2.838
F 5.593 6.432 -3.229
F 7.629 6.077 -3.884
F 7.025 4.291 -1.877
F 8.423 5.783 -1.231
H 5.237 5.399 1.041
H 5.806 4.032 0.148
H 3.771 2.889 -1.140
H 7.119 7.528 -2.616
C 10.933 6.069 1.535
C 11.647 7.371 1.089
C 12.862 7.248 0.162
F 13.879 6.566 0.709
F 13.343 8.482 -0.124
F 11.957 8.093 2.187
F 10.716 8.097 0.407
O 11.238 5.531 2.834
C 12.333 4.677 3.026
C 13.385 5.282 3.962
F 13.856 6.453 3.502
F 14.440 4.445 4.076
F 12.836 4.290 1.846
F 11.844 3.563 3.602
H 9.878 6.338 1.619
H 10.961 5.299 0.763
H 12.587 6.766 -0.780
H 12.962 5.453 4.954
```

- 2S+1: 1
- E_HOMO: -8.1 eV
- Kohn-Sham gap: 8.13 eV
- E_tot: -167536.223 eV

=====

E_tot of number 2 (C28H39F5HfN3O2SbSi)? -67530.665 eV

=====

What is the E_tot in the first record? -58502.873 eV

=====

Which of these has the lowest E_tot? C28H40BF32O7PSSi2